ORCA calculation (wB97M-V/def2-TZVPD) on 3 unconnected molecules or ions with the total composition C34H39Br2F3N7O5 at a distorted geometry.

Output
- LUMO level: -4.25 eV
- Highest occupied orbital energy: -11.10 eV
- HOMO-LUMO gap: 6.85 eV
- Net charge: +1

Last column: Löwdin charge in e.
Atoms and positions in Å:
H  1.585  -1.801  3.523  0.089
H  -3.543  2.605  -3.869  0.111
C  0.974  7.090  3.648  0.002
O  1.464  8.735  5.764  0.075
H  -1.104  2.933  -4.462  0.134
H  -5.064  -2.863  -2.094  0.092
C  1.826  -1.396  1.274  -0.178
H  -5.394  -4.777  -0.680  0.090
H  1.109  3.125  -3.062  0.153
H  -6.137  -1.765  -3.123  0.132
N  -1.544  -0.413  -3.127  0.015
C  -5.350  -1.773  -2.274  -0.066
H  -3.499  -2.388  -0.309  0.095
H  -7.144  0.497  -1.798  0.058
C  -0.134  -0.952  -3.126  -0.115
C  -2.621  -1.332  -2.742  -0.022
C  2.028  -1.395  -1.468  -0.003
C  -0.327  -0.926  -0.342  -0.096
C  -2.383  -2.851  -2.298  -0.114
C  2.412  -1.559  2.750  -0.081
H  9.674  -5.834  2.387  0.112
N  5.765  -3.825  0.972  -0.323
H  -1.340  -3.255  -2.509  0.121
O  4.649  -3.440  1.303  0.025
H  3.909  6.413  1.209  0.109
N  -7.376  -0.412  -1.371  0.058
N  -6.543  -2.213  -0.002  0.058
H  8.787  -6.167  4.674  0.112
C  -3.375  -4.656  -0.726  -0.396
O  6.237  -3.690  -0.147  0.086
C  2.680  -1.535  -0.043  0.005
H  -0.118  -1.996  -3.627  0.145
H  -1.788  -3.207  -0.114  0.124
C  1.844  6.027  1.666  -0.083
C  2.221  7.674  3.864  -0.142
H  0.006  1.487  -4.647  0.129
H  2.702  -1.533  -2.384  0.100
H  0.701  1.522  -2.138  0.115
C  3.283  7.432  2.995  0.002
C  6.080  -4.678  3.269  -0.001
Br  -1.618  2.257  -0.281  0.833
C  6.875  -5.288  4.234  -0.061
H  -5.571  1.010  -3.187  0.112
C  -0.676  2.032  -3.884  -0.115
F  0.593  3.861  -0.684  -0.138
H  -5.660  -2.535  0.443  0.048
H  -7.129  -1.740  0.713  0.093
C  0.260  2.454  -2.649  -0.130
H  2.897  -0.572  3.069  0.093
C  8.167  -5.698  3.915  -0.063
H  -5.480  -0.291  0.803  0.081
Br  -1.276  5.948  -0.575  0.812
C  8.667  -5.510  2.630  -0.059
H  -0.359  -0.929  1.988  0.103
N  2.414  8.562  5.013  -0.346
C  0.789  6.266  2.542  -0.085
H  5.077  -4.360  3.531  0.113
C  -6.119  -1.149  -0.967  -0.602
O  3.511  9.082  5.153  0.078
H  -0.180  5.812  2.361  0.084
F  -0.779  5.212  -3.186  -0.002
C  -1.323  4.567  -2.043  -0.703
C  3.090  6.605  1.893  -0.062
C  -4.495  0.624  -3.160  0.058
C  -2.753  -3.148  -0.746  -0.098
O  -2.726  -5.510  -1.399  0.039
H  3.142  -2.447  2.749  0.061
C  -1.831  0.973  -3.498  -0.085
C  -3.296  1.541  -3.552  0.035
N  -4.624  -5.031  -0.029  0.096
H  -4.664  -4.432  0.810  0.073
C  7.879  -4.904  1.658  0.003
H  -3.123  -3.491  -2.918  0.133
H  -1.442  -0.705  -0.393  0.049
H  4.258  7.879  3.159  0.121
H  0.144  7.268  4.322  0.120
C  -4.119  -0.842  -2.724  -0.050
H  -7.909  -0.980  -2.045  0.084
C  -0.471  3.308  -1.510  -0.699
H  0.586  -0.309  -3.741  0.127
H  1.694  5.389  0.801  0.078
H  6.490  -5.440  5.237  0.111
N  -5.268  -0.181  -0.201  0.054
H  8.280  -4.764  0.660  0.121
H  -5.536  0.806  -0.404  0.082
F  -2.728  4.278  -2.216  -0.079
C  0.311  -1.068  1.065  -0.024
H  3.799  -1.748  0.107  0.084
C  0.491  -1.088  -1.662  -0.164
C  6.590  -4.486  1.985  -0.142

=====

ORCA calculation (wB97M-V/def2-TZVPD) on 2 unconnected molecules or ions with the total composition C6H17NO at a distorted geometry.

Output
- Multiplicity: 2
- Energy above the lowest of the compared OMol25 structures with the same formula, charge and spin: 136.1 kJ/mol
- LUMO level (alpha / beta): -2.84 / -8.14 eV
- Highest occupied orbital energy (alpha / beta): -14.71 / -14.71 eV
- HOMO-LUMO gap (alpha / beta): 11.87 / 6.57 eV
- Net charge: +1
- Expectation value of S²: 0.7542

Last column: Löwdin charge in e.
Atoms and positions in Å:
H  3.244  0.838  -2.101  0.082
H  -1.153  -0.644  2.935  0.127
C  0.277  -0.727  -1.135  -0.131
H  1.219  -0.805  0.809  0.125
H  -1.920  -1.536  1.789  0.114
O  -3.467  0.483  -1.563  -0.038
H  -0.093  -1.634  -1.607  0.119
N  -0.739  0.095  1.001  -0.034
H  1.852  -0.936  -2.600  0.119
H  0.927  0.928  2.068  0.131
H  2.225  -1.322  -0.920  0.108
H  2.820  0.874  -0.349  0.070
H  -0.284  0.161  -1.444  0.104
H  -0.137  -1.873  0.580  0.135
H  -2.550  0.527  -1.282  -0.008
C  2.449  0.761  -1.365  -0.087
H  -2.517  0.109  2.079  0.116
H  -4.024  0.202  -0.829  0.038
C  -0.012  1.212  1.579  -0.004
H  -0.566  1.807  2.291  0.112
C  -1.630  -0.502  1.981  -0.002
H  1.739  1.565  -1.584  0.075
C  0.209  -0.851  0.451  -0.132
H  0.384  1.850  0.789  0.115
C  1.747  -0.581  -1.574  -0.253